{"formula": "C7H34N10O11", "method": "wB97M-V/def2-TZVPD", "fmax_ev_per_a": 2.89, "multiplicity": 1, "e_lumo_ha": 0.0110, "homo_energy_ev": -9.26, "smiles": "NC(N)=O.NC(N)=O.NC(N)=O.NC(N)=O.NC(N)=O.OCCO.O.O.O.O", "relative_energy_kj_mol": 0.00, "gap_ev": 9.558, "species": ["N", "C", "N", "O", "H", "H", "H", "H", "N", "C", "N", "O", "H", "H", "H", "H", "N", "C", "N", "O", "H", "H", "H", "H", "N", "C", "N", "O", "H", "H", "H", "H", "N", "C", "N", "O", "H", "H", "H", "H", "O", "C", "C", "O", "H", "H", "H", "H", "H", "H", "O", "H", "H", "O", "H", "H", "O", "H", "H", "O", "H", "H"], "positions_angstrom": [[-11.0116, -13.5541, 5.8314], [-11.2752, -12.2146, 5.8082], [-10.4779, -11.3381, 5.0528], [-12.2359, -11.7304, 6.3891], [-11.8227, -14.0898, 6.0491], [-10.3061, -13.8458, 5.1835], [-9.7127, -11.4758, 4.4483], [-10.4539, -10.4526, 5.5775], [-11.0896, -3.3944, 9.0439], [-10.2513, -4.3519, 8.4900], [-10.2620, -4.2931, 7.0825], [-9.5472, -5.0986, 9.1802], [-11.8179, -3.0434, 8.3945], [-11.6091, -3.5752, 9.9018], [-9.7604, -4.9952, 6.5384], [-11.0551, -3.9920, 6.5938], [-12.5533, -6.4177, 13.2148], [-11.7704, -6.9003, 12.1464], [-10.3900, -6.7545, 12.2301], [-12.2603, -7.4477, 11.1870], [-13.5080, -6.7710, 13.1681], [-12.0519, -6.4614, 14.1158], [-10.0570, -6.9972, 11.3188], [-9.9663, -6.0110, 12.7316], [-11.9097, -9.6425, 8.2625], [-10.8798, -8.7794, 7.8699], [-10.5785, -7.8160, 8.8366], [-10.3876, -8.8836, 6.7478], [-12.1525, -10.4561, 7.6765], [-12.2337, -9.7290, 9.2008], [-10.0416, -6.9835, 8.6401], [-11.3251, -7.6247, 9.5166], [-15.7935, -8.2598, 4.9782], [-16.3870, -8.8668, 6.0825], [-15.5187, -9.3667, 7.0646], [-17.6087, -8.9665, 6.0944], [-16.4280, -8.0526, 4.2583], [-14.9346, -8.6653, 4.6674], [-14.5329, -9.3891, 6.8518], [-15.8346, -10.1710, 7.5711], [-14.0158, -5.1403, 8.7320], [-14.6399, -5.3555, 7.4633], [-13.6009, -5.2875, 6.3433], [-12.9186, -4.0412, 6.1393], [-13.8739, -6.0142, 9.1275], [-15.2997, -6.2449, 7.4616], [-15.3366, -4.4758, 7.4225], [-14.2030, -5.5225, 5.4542], [-12.8667, -6.0742, 6.4882], [-13.5713, -3.3221, 6.0995], [-8.6801, -6.8841, 5.3465], [-9.1362, -7.4992, 5.9210], [-7.7756, -7.0886, 5.4008], [-10.5866, -11.4755, 10.3076], [-10.0686, -11.0683, 10.9966], [-10.6356, -10.7705, 9.6852], [-13.9470, -12.3049, 9.6146], [-13.2266, -12.1306, 10.2403], [-13.6062, -12.2868, 8.7135], [-13.1536, -9.4164, 4.7416], [-12.8248, -10.2614, 5.1705], [-12.3780, -8.8890, 4.7568]]}

{"formula": "C7H35NO10", "method": "wB97M-V/def2-TZVPD", "fmax_ev_per_a": 3.76, "multiplicity": 1, "e_lumo_ha": 0.0058, "homo_energy_ev": -9.25, "smiles": "C=CCCC[C@H](C)N.O.O.O.O.O.O.O.O.O.O", "relative_energy_kj_mol": 171.70, "gap_ev": 9.407, "species": ["C", "C", "C", "C", "C", "C", "C", "N", "H", "H", "H", "H", "H", "H", "H", "H", "H", "H", "H", "H", "H", "H", "H", "O", "H", "H", "O", "H", "H", "O", "H", "H", "O", "H", "H", "O", "H", "H", "O", "H", "H", "O", "H", "H", "O", "H", "H", "O", "H", "H", "O", "H", "H"], "positions_angstrom": [[0.4103, -0.9991, 3.3552], [0.1248, -0.4505, 2.1736], [0.0298, -1.1614, 0.8661], [0.0738, -0.2507, -0.4177], [-0.3391, 1.1852, -0.1252], [-0.4354, 2.0783, -1.3837], [0.7546, 3.0160, -1.5862], [-1.7003, 2.8249, -1.4430], [0.3223, -0.5046, 4.3173], [0.6885, -2.0610, 3.4272], [-0.3712, 0.5185, 2.2485], [-0.9445, -1.6692, 0.9388], [0.7963, -1.9271, 0.7816], [-0.4575, -0.6867, -1.2672], [1.1181, -0.2874, -0.7505], [0.6148, 1.5368, 0.3145], [-1.1839, 1.4481, 0.5152], [-0.3635, 1.3815, -2.2499], [0.7955, 4.0271, -1.1637], [1.6007, 2.6626, -0.9059], [1.3147, 2.8743, -2.4899], [-1.5432, 3.6233, -2.0348], [-2.4749, 2.2628, -1.7681], [-2.5363, -1.9928, -0.7678], [-2.2421, -1.2040, -0.2882], [-3.0176, -2.5802, -0.1804], [3.3173, -2.5967, 2.4151], [2.7929, -3.0579, 1.7494], [3.1497, -1.6607, 2.5241], [1.7841, -1.2330, -3.0082], [2.0763, -0.3157, -3.1023], [2.5813, -1.6235, -3.3970], [-2.9569, 0.0915, -2.3972], [-3.4793, 0.2785, -1.6180], [-3.2919, -0.5281, -3.0409], [-3.0024, 0.1690, 1.1439], [-3.7547, 0.5465, 1.6161], [-2.3264, 0.9128, 1.1980], [2.4987, -3.7040, 0.0238], [1.7167, -3.5023, -0.5231], [2.1483, -4.3788, 0.6240], [-0.4248, -3.8488, -1.3550], [0.2400, -4.1931, -1.9621], [-0.6688, -2.9848, -1.7120], [3.3240, -0.8478, -0.4314], [4.1921, -0.9737, -0.8385], [3.1381, -1.7075, -0.0258], [0.6672, 3.8686, 3.2346], [1.3280, 3.1825, 3.0725], [-0.0622, 3.6341, 2.6498], [-1.9472, 3.6278, 1.3897], [-1.5269, 4.1567, 0.7011], [-2.5479, 3.0239, 0.9536]]}

{"formula": "C7H36B2Cu2N14O7", "method": "wB97M-V/def2-TZVPD", "fmax_ev_per_a": 5.93, "multiplicity": 3, "e_lumo_ha": [-0.2229, -0.3481], "homo_energy_ev": [-13.22, -13.22], "charge": 2, "relative_energy_kj_mol": 0.00, "gap_ev": [7.159, 3.748], "s_squared": 2.00, "species": ["Cu", "Cu", "B", "H", "H", "H", "H", "B", "H", "H", "H", "H", "C", "O", "N", "N", "H", "H", "H", "H", "C", "O", "N", "N", "H", "H", "H", "H", "C", "O", "N", "N", "H", "H", "H", "H", "C", "O", "N", "N", "H", "H", "H", "H", "C", "O", "N", "N", "H", "H", "H", "H", "C", "O", "N", "N", "H", "H", "H", "H", "C", "O", "N", "N", "H", "H", "H", "H"], "positions_angstrom": [[-0.7543, -2.4661, 0.4761], [0.8052, 1.7004, -0.3005], [0.6946, 2.2287, 2.1760], [0.4069, 2.8599, 1.3495], [-0.1063, 2.2777, 2.8974], [0.7797, 1.2218, 1.7975], [1.6361, 2.4834, 2.6373], [0.5158, -0.6407, -0.0590], [1.4270, -0.1571, -0.3756], [0.3263, -1.4537, -0.7426], [0.5170, -0.9554, 0.9731], [-0.2700, 0.0967, -0.1132], [-2.1793, 3.3294, -0.5786], [-1.0969, 2.7741, -0.7039], [-3.0690, 3.4379, -1.5894], [-2.6541, 3.8764, 0.5628], [-3.9961, 3.7807, -1.3817], [-2.7531, 3.1203, -2.4946], [-3.4771, 4.4390, 0.7246], [-2.0798, 3.7640, 1.3859], [4.0007, 1.2567, 0.7277], [2.9179, 1.6644, 0.2526], [4.3655, 0.0537, 1.0377], [4.9193, 2.0856, 0.9846], [5.3243, 0.1251, 1.3469], [3.5342, -0.4707, 1.2704], [5.8395, 1.6938, 0.8440], [4.6899, 3.0519, 0.8009], [1.7223, -0.4620, 4.6359], [0.6602, 0.0833, 4.8694], [2.3268, -0.3292, 3.4912], [2.5903, -0.9559, 5.5048], [1.7523, 0.1099, 2.7859], [3.1762, -0.8331, 3.2801], [3.1808, -1.7034, 5.1691], [2.3767, -0.7298, 6.4657], [0.0445, -4.4975, -2.0373], [0.1614, -3.9197, -0.9503], [-0.5594, -5.6752, -2.1666], [0.4542, -4.0414, -3.1784], [-0.4793, -6.1559, -3.0512], [-1.0903, -5.9372, -1.3483], [0.1402, -4.4458, -4.0491], [1.1243, -3.2881, -3.1183], [-2.8675, 0.0162, 1.8142], [-2.1204, -0.8004, 1.3614], [-4.1115, 0.0810, 1.5410], [-2.3979, 1.0512, 2.4935], [-4.6992, 0.7624, 1.9998], [-4.5207, -0.6811, 1.0196], [-1.3892, 1.0496, 2.5442], [-3.0111, 1.5858, 3.0921], [-2.6651, -1.2346, -2.0421], [-1.9796, -2.0255, -1.4507], [-2.7708, -1.1429, -3.3318], [-3.1510, -0.1481, -1.5364], [-2.2963, -1.9062, -3.7927], [-3.4542, -0.5049, -3.7138], [-3.9189, 0.3132, -2.0028], [-2.7344, 0.3837, -0.7857], [1.1716, 0.5401, -3.1290], [0.8659, 1.4758, -2.4119], [0.3424, -0.0974, -3.9764], [2.3037, -0.0541, -3.1417], [0.6424, -0.9132, -4.4908], [-0.4355, 0.4848, -4.2522], [2.3502, -1.0106, -3.4629], [3.0022, 0.3776, -2.5536]]}

{"formula": "C7H36F2N16O7", "method": "wB97M-V/def2-TZVPD", "fmax_ev_per_a": 2.88, "multiplicity": 1, "e_lumo_ha": -0.0103, "homo_energy_ev": -8.69, "gap_ev": 8.408, "species": ["N", "H", "H", "H", "H", "N", "H", "H", "H", "H", "F", "F", "C", "O", "N", "N", "H", "H", "H", "H", "C", "O", "N", "N", "H", "H", "H", "H", "C", "O", "N", "N", "H", "H", "H", "H", "C", "O", "N", "N", "H", "H", "H", "H", "C", "O", "N", "N", "H", "H", "H", "H", "C", "O", "N", "N", "H", "H", "H", "H", "C", "O", "N", "N", "H", "H", "H", "H"], "positions_angstrom": [[-0.0513, -0.2308, -0.0679], [0.2883, 0.0341, -0.9884], [0.4153, -1.0528, 0.3548], [-1.0430, -0.4640, -0.1912], [0.0716, 0.5452, 0.5890], [-0.1416, -3.5979, -1.1030], [-1.0120, -3.1311, -0.7955], [-0.3743, -4.5860, -1.1186], [0.5707, -3.3731, -0.3920], [0.1326, -3.2074, -2.0000], [1.2135, -2.2956, 0.9902], [-2.1930, -1.7955, -1.0042], [0.9908, 2.2213, 2.6441], [1.1292, 1.2804, 1.8665], [0.4395, 2.1695, 3.8620], [1.4904, 3.4424, 2.3377], [0.3319, 3.0124, 4.3933], [-0.0711, 1.3546, 4.1718], [1.4836, 4.2423, 2.9392], [2.1038, 3.3698, 1.5418], [-1.9913, -0.7744, 3.1877], [-1.3815, -0.6900, 4.2481], [-1.7076, -1.7399, 2.2686], [-2.9794, 0.0660, 2.8736], [-0.7736, -2.1163, 2.3520], [-2.0572, -1.6983, 1.3192], [-3.2214, 0.7330, 3.5859], [-3.4254, 0.2040, 1.9810], [2.9390, -1.5064, 4.3251], [3.3542, -1.1150, 5.4099], [1.7212, -1.2567, 3.8303], [3.7000, -2.2290, 3.4361], [1.4727, -1.4746, 2.8794], [1.0637, -0.8879, 4.4976], [3.1857, -2.4211, 2.6022], [4.6516, -2.4384, 3.6650], [4.3652, -1.5607, -0.4486], [5.2624, -1.4050, -1.2556], [4.2166, -2.5655, 0.4617], [3.1796, -0.8695, -0.5063], [3.3086, -2.8923, 0.7492], [4.9837, -3.2180, 0.3974], [2.5507, -1.1898, 0.2187], [3.0345, -0.0237, -1.0222], [-4.1170, 1.6720, -0.6890], [-3.6881, 1.7046, 0.4529], [-3.7374, 0.6587, -1.5063], [-4.8412, 2.6583, -1.2467], [-3.3158, -0.1653, -1.0955], [-3.9023, 0.6503, -2.4961], [-5.3232, 3.2947, -0.6392], [-4.8865, 2.7248, -2.2462], [-0.5477, -0.5929, -3.6250], [0.2662, -0.6809, -2.7024], [-0.2751, -0.0021, -4.8081], [-1.8352, -1.0370, -3.5366], [0.6789, 0.2300, -5.0124], [-1.0862, -0.0152, -5.3972], [-2.6098, -0.8078, -4.1287], [-2.0012, -1.5579, -2.6755], [-0.2423, 3.7909, -3.4658], [-0.7643, 4.8850, -3.5905], [-0.6421, 2.7800, -2.6511], [0.8135, 3.4265, -4.2607], [-0.0112, 2.0333, -2.4333], [-1.5887, 2.8574, -2.3213], [1.1909, 2.5031, -4.1643], [1.2388, 4.1211, -4.8466]]}

{"formula": "C7H36O11", "method": "wB97M-V/def2-TZVPD", "fmax_ev_per_a": 2.46, "multiplicity": 2, "e_lumo_ha": [-0.1001, -0.3644], "homo_energy_ev": [-12.55, -12.55], "charge": 1, "relative_energy_kj_mol": 114.71, "gap_ev": [9.822, 2.629], "s_squared": 0.76, "species": ["C", "O", "H", "H", "H", "H", "C", "O", "H", "H", "H", "H", "C", "O", "H", "H", "H", "H", "C", "O", "H", "H", "H", "H", "C", "O", "H", "H", "H", "H", "C", "O", "H", "H", "H", "H", "C", "O", "H", "H", "H", "H", "O", "H", "H", "O", "H", "H", "O", "H", "H", "O", "H", "H"], "positions_angstrom": [[-2.8264, 1.4431, -2.4900], [-2.9921, 0.4957, -3.5144], [-3.1347, 0.9343, -1.5767], [-1.7673, 1.6827, -2.3954], [-3.2892, 2.4068, -2.7026], [-2.4302, 0.8222, -4.2210], [-2.9953, 0.7754, 2.7220], [-3.8667, 1.1971, 1.6960], [-3.1196, 1.5313, 3.4974], [-3.3340, -0.1608, 3.1658], [-1.9656, 0.6881, 2.3755], [-3.6696, 2.1071, 1.4621], [1.4436, 3.0261, -2.9382], [1.2640, 1.7942, -3.5733], [0.8072, 3.8046, -3.3588], [1.1187, 3.0010, -1.8980], [2.4456, 3.4408, -2.8283], [1.6087, 1.0996, -3.0074], [0.1090, -3.0136, 1.8071], [0.5680, -1.7930, 1.1551], [-0.1099, -3.8711, 1.1709], [0.7684, -3.3931, 2.5877], [-0.8077, -2.8248, 2.3657], [0.7098, -1.1132, 1.8179], [-2.5140, -1.6182, -0.3349], [-2.6554, -2.9193, 0.0605], [-3.4623, -1.2305, -0.7069], [-2.4226, -1.0309, 0.5788], [-1.6490, -1.4211, -0.9682], [-2.7197, -3.4951, -0.7050], [3.7456, -1.2192, 0.6199], [5.0745, -0.9321, 0.3940], [3.6196, -2.2699, 0.3587], [3.4452, -0.9448, 1.6311], [3.1359, -0.6074, -0.0450], [5.3031, -1.0253, -0.5338], [1.7505, 1.2541, 2.5897], [0.8628, 0.1891, 2.7957], [2.5157, 1.1995, 3.3641], [2.2409, 1.0922, 1.6298], [1.2046, 2.1935, 2.6768], [0.4422, 0.2740, 3.6544], [-0.0168, 0.8804, -0.1451], [0.8815, 0.7023, -0.4233], [-0.3077, 0.0650, 0.2633], [-0.9387, 2.9797, 1.1127], [-0.3068, 3.6097, 0.7662], [-0.7301, 2.1597, 0.6651], [2.1546, -0.5877, -2.4946], [3.0730, -0.8253, -2.6221], [1.7589, -1.3637, -2.0976], [0.6669, -2.8512, -1.4627], [0.8762, -3.7796, -1.3602], [0.4368, -2.5583, -0.5809]]}

{"formula": "C7H38NO12", "method": "wB97M-V/def2-TZVPD", "fmax_ev_per_a": 8.84, "multiplicity": 2, "e_lumo_ha": [-0.2586, -0.3741], "homo_energy_ev": [-16.05, -16.05], "charge": 2, "relative_energy_kj_mol": 455.03, "gap_ev": [9.016, 5.871], "s_squared": 0.77, "species": ["C", "C", "C", "C", "C", "C", "C", "N", "H", "H", "H", "H", "H", "H", "H", "H", "H", "H", "H", "H", "H", "H", "H", "H", "O", "H", "H", "O", "H", "H", "O", "H", "H", "O", "H", "H", "O", "H", "H", "O", "H", "H", "O", "H", "H", "O", "H", "H", "O", "H", "H", "O", "H", "H", "O", "H", "H", "O"], "positions_angstrom": [[-0.7948, 2.0307, -2.2571], [-0.7735, 2.2893, -0.7865], [-1.3914, 1.0379, -0.1286], [0.9776, -2.6049, 0.5970], [-0.0549, -2.6880, -0.3129], [-0.9919, -1.5348, -0.3270], [-0.6546, -0.1988, -0.1386], [0.6639, 1.5245, -2.6038], [-1.4760, 1.2048, -2.5526], [-1.0979, 3.0268, -2.7844], [-0.7635, 3.2361, -0.5144], [0.4494, 2.4157, -0.6059], [-2.4792, 0.9630, -0.3915], [-1.6016, 1.2441, 0.9686], [1.7728, -3.3243, 0.5849], [1.3173, -1.8876, 1.3320], [-0.2502, -3.4987, -0.9215], [-2.0385, -1.9265, -0.2624], [0.3920, -0.0265, -0.0259], [1.3403, 1.9118, -2.0628], [1.0068, 1.7667, -3.6125], [0.5583, 0.4582, -2.5823], [-1.0484, -1.2213, -2.9453], [0.3581, -1.7642, -2.5954], [-0.0676, -1.0867, -3.0123], [1.0085, 1.8365, 4.2329], [0.6214, 0.2656, 3.7534], [1.2589, 0.9381, 3.7999], [-4.1597, -2.4385, -0.4115], [-4.1187, -1.3481, 0.6708], [-4.2648, -1.5010, -0.3118], [-3.5795, -1.2869, -1.8346], [-3.8375, -1.6698, -3.1799], [-3.0717, -1.4683, -2.6274], [3.5746, 0.9162, 1.6233], [2.1634, 0.6271, 2.2219], [2.5976, 1.0479, 1.4779], [-0.5095, -0.7037, 5.1602], [-0.0940, -1.8409, 4.1046], [-0.3672, -1.0170, 4.1377], [4.0768, -1.1657, -3.0924], [2.5857, -1.6969, -2.7466], [3.1599, -0.8988, -2.9895], [-4.5382, 1.5079, 1.9197], [-4.9376, 0.6650, 0.8171], [-4.2364, 0.7548, 1.4200], [0.0418, -3.6398, 2.5343], [0.5077, -3.4087, 4.1011], [0.4228, -4.1010, 3.3528], [2.5973, 4.7598, 0.6677], [2.4340, 3.1828, 1.0159], [2.2202, 3.8437, 0.4290], [1.1916, 4.8481, -2.4404], [1.8512, 3.6345, -1.4359], [1.1552, 3.9251, -2.1698], [3.7784, -1.7811, 0.4984], [3.5726, -2.4624, 1.8370], [3.5426, -1.6719, 1.4057]]}

- What is the formula in the first record?
  C7H34N10O11

- Number 1 is which compound?
  C7H34N10O11